Here is a 6-piece molecular cluster, C4H21N3O5 overall at a distorted geometry from the Open Molecules 2025 dataset. Energies are from wB97M-V/def2-TZVPD.

Calculated values
- LUMO energy: 0.4600 eV
- Largest force on an atom: 1.6 eV/A
- 2S+1: 1
- Energy relative to the best compared isomer or geometry (same formula, charge and spin): 0.314 eV
- Structure (SMILES): N/C=N\CCCN.O.O.O.O.O
- Electronic energy: -705.4516 a.u.

Geometry (Å):
N1 -2.44 -3.50 -0.96
C1 -2.58 -2.58 0.04
N2 -2.20 -1.37 0.06
C2 -1.30 -0.78 -0.94
C3 0.04 -1.49 -1.03
C4 0.97 -1.20 0.13
N3 1.46 0.20 0.13
H1 -2.69 -4.47 -0.91
H2 -2.00 -3.21 -1.82
H3 -3.17 -2.89 0.89
H4 -1.90 -0.68 -1.85
H5 -1.20 0.26 -0.65
H6 0.59 -1.21 -1.94
H7 -0.09 -2.56 -1.15
H8 1.85 -1.86 0.12
H9 0.50 -1.32 1.10
H10 2.09 0.40 -0.64
H11 1.95 0.38 0.99
O1 -0.01 -0.78 4.34
H12 -0.82 -0.68 3.82
H13 0.15 0.11 4.67
O2 -0.90 2.39 0.55
H14 -1.10 2.61 -0.37
H15 -0.60 1.47 0.41
O3 3.09 1.95 -3.29
H16 2.56 1.26 -3.71
H17 2.45 2.42 -2.73
O4 1.05 2.73 2.43
H18 0.19 2.83 2.00
H19 0.82 2.55 3.35
O5 1.14 2.95 -1.43
H20 0.96 3.76 -0.95
H21 1.17 2.32 -0.68